<A>
Below is a single C5H7N molecule, with properties calculated with the ωB97M-V functional and the def2-TZVPD basis.

Cartesian coordinates (Å):
C1 0.439 0.611 -1.756
C2 0.145 0.224 -0.369
C3 0.710 0.525 0.823
C4 0.052 -0.197 1.855
C5 -0.905 -0.969 1.239
N1 -0.850 -0.714 -0.114
H1 1.463 0.329 -2.039
H2 -0.167 0.171 -2.542
H3 0.493 1.703 -1.815
H4 1.528 1.218 0.950
H5 0.288 -0.288 2.901
H6 -1.680 -1.582 1.666
H7 -1.518 -1.031 -0.800

Computed properties:
Multiplicity ... 1
E_LUMO ... 1.1 eV
Structure (SMILES) ... Cc1ccc[nH]1
Net charge ... 0
Highest occupied orbital energy ... -0.2921 Ha

=====

<B>
Below is a single C5H7N molecule, with properties calculated with the ωB97M-V functional and the def2-TZVPD basis.

Cartesian coordinates (Å):
C1 1.848 -1.025 0.101
C2 0.778 -0.149 0.011
C3 1.000 1.227 0.044
N1 1.226 2.345 -0.113
C4 -0.690 -0.573 -0.220
C5 -1.569 0.605 0.123
H1 1.594 -2.039 -0.090
H2 2.888 -0.717 0.184
H3 -0.971 -1.481 0.492
H4 -0.699 -0.921 -1.298
H5 -1.493 0.839 1.300
H6 -2.581 0.330 -0.050
H7 -1.330 1.560 -0.483

Computed properties:
Multiplicity ... 1
E_LUMO ... 0.3 eV
Structure (SMILES) ... C=C(C#N)CC
Net charge ... 0
Highest occupied orbital energy ... -0.3623 Ha

=====

<C>
Below is 2 unconnected molecules or ions with the total composition C5H7N, with properties calculated with the ωB97M-V functional and the def2-TZVPD basis.

Cartesian coordinates (Å):
C1 2.045 0.551 -0.426
C2 1.488 -0.378 0.140
C3 1.069 -1.753 0.413
H1 2.457 1.505 -0.413
H2 -0.027 -1.921 0.440
H3 1.456 -1.834 1.417
H4 1.694 -2.517 -0.154
C4 -1.619 1.124 0.251
C5 -2.283 -0.033 -0.188
N1 -2.758 -1.019 -0.486
H5 -2.020 2.001 -0.377
H6 -0.513 1.171 -0.042
H7 -1.807 1.173 1.238

Computed properties:
Multiplicity ... 1
E_LUMO ... 0.8 eV
Structure (SMILES) ... C#CC.CC#N
Net charge ... 0
Highest occupied orbital energy ... -0.3751 Ha

=====

<D>
Below is a single C5H7N molecule, with properties calculated with the ωB97M-V functional and the def2-TZVPD basis.

Cartesian coordinates (Å):
C1 2.226 0.238 -0.690
C2 1.505 -0.240 0.295
N1 0.853 -0.701 1.222
C3 -0.623 -0.641 1.195
C4 -1.172 0.454 0.324
C5 -1.472 0.287 -0.960
H1 2.455 -0.385 -1.546
H2 2.574 1.264 -0.668
H3 -0.954 -0.529 2.232
H4 -0.969 -1.622 0.850
H5 -1.239 1.445 0.771
H6 -1.384 -0.685 -1.441
H7 -1.800 1.114 -1.584

Computed properties:
Multiplicity ... 1
E_LUMO ... 1.1 eV
Structure (SMILES) ... C=C=NCC=C
Net charge ... 0
Highest occupied orbital energy ... -0.3263 Ha

=====

Here is how they stack up, most stable first: <A>, <B>, <D>, <C>.

=====

<A>
Below is a single C5H7N molecule, with properties calculated with the ωB97M-V functional and the def2-TZVPD basis.

Cartesian coordinates (Å):
C1 -1.845 -0.388 0.188
C2 -0.381 -0.058 0.069
C3 0.419 -0.655 -0.892
C4 1.615 -0.119 -0.594
N1 1.614 0.940 0.247
C5 0.303 0.782 0.902
H1 -2.059 -1.314 -0.351
H2 -2.364 0.452 -0.361
H3 -2.145 -0.391 1.218
H4 0.138 -1.398 -1.621
H5 2.494 -0.370 -1.175
H6 1.854 0.691 1.203
H7 0.358 1.828 1.168

Computed properties:
Multiplicity ... 1
E_LUMO ... 1.1 eV
Structure (SMILES) ... Cc1cc[nH]c1
Net charge ... 0
Highest occupied orbital energy ... -0.3172 Ha

=====

<B>
Below is a single C5H7N molecule, with properties calculated with the ωB97M-V functional and the def2-TZVPD basis.

Cartesian coordinates (Å):
C1 1.232 -0.311 0.612
C2 0.458 -0.657 -0.603
C3 0.741 0.931 -0.052
C4 -0.807 1.023 0.106
N1 -1.522 -0.055 0.781
C5 -1.027 -0.292 -0.540
H1 2.304 -0.462 0.565
H2 0.801 -0.623 1.554
H3 0.933 -1.206 -1.416
H4 0.970 0.752 -1.153
H5 -1.353 1.953 -0.012
H6 -1.024 -0.550 1.515
H7 -1.707 -0.503 -1.356

Computed properties:
Multiplicity ... 1
E_LUMO ... 1.1 eV
Structure (SMILES) ... C1[C@@H]2[C@H]1[C@@H]1N[C@H]21
Net charge ... 0
Highest occupied orbital energy ... -0.2954 Ha

=====

Here is how they stack up, most stable first: <A>, <B>.

=====

<A>
Below is a molecular structure, C5H7N, with properties calculated with the ωB97M-V functional and the def2-TZVPD basis.

Cartesian coordinates (Å):
N1 -0.741 2.834 0.147
C1 -1.036 1.719 0.223
C2 -1.225 0.274 0.327
C3 0.190 -0.276 0.423
C4 1.212 0.253 -0.562
C5 0.521 -1.541 -0.235
H1 -1.733 -0.109 -0.567
H2 -1.858 0.034 1.189
H3 0.599 -0.242 1.432
H4 2.146 0.745 -0.190
H5 1.092 0.641 -1.590
H6 -0.249 -2.004 -0.885
H7 1.081 -2.327 0.288

Computed properties:
Multiplicity ... 1
E_LUMO ... 0.9 eV
Net charge ... 0
Highest occupied orbital energy ... -0.3379 Ha

=====

<B>
Below is a single C5H7N molecule, with properties calculated with the ωB97M-V functional and the def2-TZVPD basis.

Cartesian coordinates (Å):
C1 0.199 1.867 -1.035
C2 -0.641 1.551 -0.086
N1 -1.305 1.059 0.821
C3 -0.870 -0.346 1.067
C4 -0.165 -0.988 -0.094
C5 1.086 -1.427 -0.048
H1 1.207 2.141 -0.751
H2 -0.050 1.692 -2.074
H3 -1.752 -0.934 1.330
H4 -0.209 -0.318 1.940
H5 -0.741 -1.071 -1.018
H6 1.703 -1.278 0.836
H7 1.539 -1.947 -0.887

Computed properties:
Multiplicity ... 1
E_LUMO ... 1.1 eV
Structure (SMILES) ... C=C=NCC=C
Net charge ... 0
Highest occupied orbital energy ... -0.3339 Ha

=====

Here is how they stack up, most stable first: <B>, <A>.

=====

<A>
Below is a gas-phase ion, C5H15N2 (charge +1), with properties calculated with the ωB97M-V functional and the def2-TZVPD basis.

Cartesian coordinates (Å):
C1 -2.016 -1.684 1.550
C2 -0.628 -1.262 2.032
C3 -0.034 -0.118 1.090
N1 0.346 -0.473 -0.300
C4 -0.345 0.254 -1.224
C5 0.490 1.535 -1.686
N2 2.025 1.567 -1.358
H1 -2.086 -1.882 0.448
H2 -2.767 -1.166 1.966
H3 -2.207 -2.659 2.014
H4 -0.719 -0.502 2.893
H5 0.087 -2.059 2.404
H6 -0.880 0.621 1.086
H7 0.939 0.198 1.565
H8 0.289 -1.404 -0.543
H9 -1.274 0.744 -0.911
H10 -0.587 -0.334 -2.159
H11 0.061 2.480 -1.279
H12 0.626 1.226 -2.808
H13 2.110 1.937 -0.400
H14 2.465 0.608 -1.292
H15 2.545 2.189 -1.952

Computed properties:
Multiplicity ... 1
E_LUMO ... -3.5 eV
Structure (SMILES) ... CCCNCC[NH3+]
Net charge ... +1
Highest occupied orbital energy ... -0.4775 Ha

=====

<B>
Below is a gas-phase ion, C5H15N2 (charge +1), with properties calculated with the ωB97M-V functional and the def2-TZVPD basis.

Cartesian coordinates (Å):
C1 -2.109 -0.128 -1.397
C2 -0.968 -0.318 -0.412
N1 -1.174 0.637 0.726
C3 0.387 0.030 -1.056
C4 1.547 0.600 -0.220
C5 1.796 0.002 1.183
N2 1.005 -1.238 1.396
H1 -1.803 -0.204 -2.444
H2 -2.514 0.895 -1.367
H3 -2.914 -0.848 -1.334
H4 -1.031 -1.290 0.032
H5 -2.098 0.603 1.155
H6 -1.045 1.587 0.375
H7 -0.456 0.482 1.444
H8 0.115 0.832 -1.739
H9 0.670 -0.859 -1.616
H10 1.343 1.658 -0.021
H11 2.443 0.586 -0.818
H12 2.844 -0.202 1.343
H13 1.450 0.745 1.901
H14 1.179 -1.878 0.637
H15 1.332 -1.693 2.232

Computed properties:
Multiplicity ... 1
E_LUMO ... -3.2 eV
Structure (SMILES) ... C[C@H]([NH3+])CCCN
Net charge ... +1
Highest occupied orbital energy ... -0.5026 Ha

=====

<C>
Below is 2 unconnected molecules or ions with the total composition C5H15N2, with properties calculated with the ωB97M-V functional and the def2-TZVPD basis.

Cartesian coordinates (Å):
C1 1.190 2.671 -0.670
C2 -0.772 -1.398 -0.664
C3 -1.341 0.015 1.123
C4 0.117 -1.779 1.599
C5 0.409 1.463 -1.166
N1 0.800 0.128 0.262
N2 -0.204 -0.773 0.533
H1 0.642 3.282 0.000
H2 1.952 2.173 -0.125
H3 1.639 3.164 -1.572
H4 -0.088 -2.211 -1.231
H5 -1.665 -1.881 -0.375
H6 -1.002 -0.590 -1.377
H7 -0.983 0.980 1.327
H8 -2.311 0.050 0.427
H9 -1.630 -0.486 2.119
H10 -0.759 -2.287 1.970
H11 0.732 -2.468 1.166
H12 0.654 -1.288 2.399
H13 -0.682 1.365 -1.210
H14 0.809 1.112 -2.137
H15 1.632 -0.294 -0.248

Computed properties:
Multiplicity ... 1
E_LUMO ... -3.0 eV
Net charge ... +1
Highest occupied orbital energy ... -0.5269 Ha

=====

Here is how they stack up, most stable first: <B>, <A>, <C>.

=====

<A>
Below is a single C3H8N2O molecule, with properties calculated with the ωB97M-V functional and the def2-TZVPD basis.

Cartesian coordinates (Å):
N1 0.219 1.127 -2.065
C1 0.501 0.785 -0.688
C2 -0.157 -0.517 -0.242
C3 -0.735 -0.530 1.159
N2 -0.133 -1.318 2.087
O1 -1.748 0.106 1.381
H1 0.913 0.810 -2.708
H2 -0.339 1.946 -2.172
H3 1.564 0.791 -0.420
H4 0.114 1.580 -0.040
H5 0.520 -1.354 -0.479
H6 -0.998 -0.708 -0.903
H7 -0.592 -1.380 2.980
H8 0.870 -1.337 2.111

Computed properties:
Multiplicity ... 1
E_LUMO ... 0.9 eV
Structure (SMILES) ... NCCC(N)=O
Net charge ... 0
Highest occupied orbital energy ... -0.3321 Ha

=====

<B>
Below is 2 unconnected molecules or ions with the total composition C3H8N2O, with properties calculated with the ωB97M-V functional and the def2-TZVPD basis.

Cartesian coordinates (Å):
C1 -1.694 1.381 0.069
C2 -2.270 0.336 0.635
N1 -1.958 -1.038 0.274
H1 -0.991 1.306 -0.751
H2 -1.815 2.373 0.492
H3 -3.188 0.386 1.209
H4 -0.962 -1.190 0.145
H5 -2.321 -1.105 -0.679
N2 2.144 0.857 -0.431
C3 1.929 -0.357 0.167
O1 1.776 -1.360 -0.487
H6 1.930 1.750 -0.021
H7 2.556 0.932 -1.345
H8 1.866 -0.238 1.238

Computed properties:
Multiplicity ... 1
E_LUMO ... 0.8 eV
Structure (SMILES) ... C=CN.NC=O
Net charge ... 0
Highest occupied orbital energy ... -0.3504 Ha

=====

<C>
Below is 2 unconnected molecules or ions with the total composition C3H8N2O, with properties calculated with the ωB97M-V functional and the def2-TZVPD basis.

Cartesian coordinates (Å):
C1 0.176 1.796 0.493
N1 0.534 0.697 0.992
C2 1.927 0.292 0.861
H1 -0.708 2.365 0.751
H2 0.889 2.361 -0.127
H3 2.090 -0.467 0.104
H4 2.592 1.129 0.620
H5 2.281 0.092 1.870
N2 -1.261 -0.766 -0.904
C3 -1.998 -1.912 -0.916
O1 -1.973 -2.791 -0.088
H6 -1.211 -0.246 -1.761
H7 -0.643 -0.545 -0.129
H8 -2.694 -2.006 -1.766

Computed properties:
Multiplicity ... 1
E_LUMO ... 0.8 eV
Structure (SMILES) ... C=NC.NC=O
Net charge ... 0
Highest occupied orbital energy ... -0.3561 Ha

=====

Here is how they stack up, most stable first: <A>, <C>, <B>.